C72H180N12O24 | ωB97M-V/def2-TZVPD

Electronic energy: -5313.3679 Eh
E_HOMO: -8.02 eV
SMILES: COCCNCCOC.COCCNCCOC.COCCNCCOC.COCCNCCOC.COCCNCCOC.COCCNCCOC.COCCNCCOC.COCCNCCOC.COCCNCCOC.COCCNCCOC.COCCNCCOC.COCCNCCOC
LUMO: 0.018 hartree

Each atom is followed by the atoms it is bonded to, with distances in Å.
Atoms and positions in Å:
1 C 5.587 1.241 3.310  O2 1.444, H10 1.090, H11 1.090, H12 1.090
2 O 5.437 1.016 1.892  C1 1.444, C3 1.424
3 C 4.994 2.125 1.116  O2 1.424, C4 1.502, H13 1.090, H14 1.090
4 C 4.633 1.870 -0.320  C3 1.502, N5 1.459, H15 1.090, H16 1.090
5 N 5.820 1.371 -1.006  C4 1.459, C6 1.448, H17 1.010
6 C 5.629 1.056 -2.407  N5 1.448, C7 1.545, H18 1.090, H19 1.090
7 C 5.086 -0.381 -2.566  C6 1.545, O8 1.428, H20 1.090, H21 1.090
8 O 5.877 -1.376 -1.916  C7 1.428, C9 1.428
9 C 5.178 -2.610 -1.748  O8 1.428, H22 1.090, H23 1.090, H24 1.090
10 H 4.595 1.233 3.762  C1 1.090
11 H 6.036 2.203 3.560  C1 1.090
12 H 6.134 0.409 3.752  C1 1.090
13 H 5.816 2.841 1.124  C3 1.090
14 H 4.278 2.764 1.634  C3 1.090
15 H 4.336 2.815 -0.774  C4 1.090
16 H 3.802 1.165 -0.340  C4 1.090
17 H 6.103 0.553 -0.485  N5 1.010
18 H 6.623 1.136 -2.848  C6 1.090
19 H 4.942 1.793 -2.823  C6 1.090
20 H 4.863 -0.629 -3.603  C7 1.090
21 H 4.102 -0.446 -2.101  C7 1.090
22 H 5.909 -3.300 -1.327  C9 1.090
23 H 4.961 -3.012 -2.738  C9 1.090
24 H 4.264 -2.492 -1.166  C9 1.090
25 C -1.725 -1.885 2.416  O26 1.433, H34 1.090, H35 1.090, H36 1.090
26 O -0.709 -0.977 1.972  C25 1.433, C27 1.439
27 C -1.187 0.357 1.720  O26 1.439, C28 1.611, H37 1.090, H38 1.090
28 C -0.132 1.263 0.906  C27 1.611, N29 1.457, H39 1.090, H40 1.090
29 N -0.150 0.885 -0.501  C28 1.457, C30 1.471, H41 1.010
30 C 0.520 1.977 -1.224  N29 1.471, C31 1.523, H42 1.090, H43 1.090
31 C 0.609 1.674 -2.714  C30 1.523, O32 1.410, H44 1.090, H45 1.090
32 O 1.819 0.961 -2.838  C31 1.410, C33 1.407
33 C 1.866 0.300 -4.079  O32 1.407, H46 1.090, H47 1.090, H48 1.090
34 H -1.261 -2.763 2.865  C25 1.090
35 H -2.363 -2.210 1.594  C25 1.090
36 H -2.382 -1.516 3.203  C25 1.090
37 H -1.136 0.736 2.740  C27 1.090
38 H -2.218 0.455 1.379  C27 1.090
39 H 0.857 1.210 1.362  C28 1.090
40 H -0.528 2.264 1.074  C28 1.090
41 H 0.416 0.050 -0.549  N29 1.010
42 H 1.507 2.258 -0.855  C30 1.090
43 H -0.116 2.857 -1.126  C30 1.090
44 H 0.577 2.548 -3.365  C31 1.090
45 H -0.201 1.084 -3.142  C31 1.090
46 H 2.900 0.140 -4.382  C33 1.090
47 H 1.378 0.808 -4.910  C33 1.090
48 H 1.452 -0.708 -4.043  C33 1.090
49 C -2.862 -8.207 6.036  O50 1.398, H58 1.090, H59 1.090, H60 1.090
50 O -1.939 -7.272 6.513  C49 1.398, C51 1.416
51 C -2.397 -6.589 7.666  O50 1.416, C52 1.520, H61 1.090, H62 1.090
52 C -1.481 -5.551 8.294  C51 1.520, N53 1.440, H63 1.090, H64 1.090
53 N -1.471 -4.303 7.575  C52 1.440, C54 1.435, H65 1.010
54 C -0.417 -3.490 8.112  N53 1.435, C55 1.556, H66 1.090, H67 1.090
55 C -0.408 -2.084 7.446  C54 1.556, O56 1.426, H68 1.090, H69 1.090
56 O -0.021 -2.118 6.074  C55 1.426, C57 1.414
57 C 0.000 -0.895 5.364  O56 1.414, H70 1.090, H71 1.090, H72 1.090
58 H -2.447 -8.733 5.176  C49 1.090
59 H -3.779 -7.703 5.731  C49 1.090
60 H -3.015 -9.026 6.739  C49 1.090
61 H -2.548 -7.378 8.402  C51 1.090
62 H -3.360 -6.123 7.459  C51 1.090
63 H -0.476 -5.970 8.272  C52 1.090
64 H -1.811 -5.386 9.320  C52 1.090
65 H -1.289 -4.390 6.586  N53 1.010
66 H 0.597 -3.885 8.050  C54 1.090
67 H -0.684 -3.273 9.147  C54 1.090
68 H 0.274 -1.484 8.049  C55 1.090
69 H -1.392 -1.627 7.547  C55 1.090
70 H 0.502 -0.187 6.024  C57 1.090
71 H -0.955 -0.403 5.181  C57 1.090
72 H 0.454 -0.924 4.373  C57 1.090
73 C 0.318 -10.909 2.120  O74 1.381, H82 1.090, H83 1.090, H84 1.090
74 O 0.532 -9.841 2.969  C73 1.381, C75 1.412
75 C 0.684 -10.213 4.323  O74 1.412, C76 1.514, H85 1.090, H86 1.090
76 C 0.718 -8.987 5.211  C75 1.514, N77 1.484, H87 1.090, H88 1.090
77 N 2.028 -8.291 5.261  C76 1.484, C78 1.476, H89 1.010
78 C 2.134 -7.136 6.173  N77 1.476, C79 1.526, H90 1.090, H91 1.090
79 C 1.235 -5.985 5.734  C78 1.526, O80 1.394, H92 1.090, H93 1.090
80 O 1.576 -5.719 4.408  C79 1.394, C81 1.410
81 C 1.015 -4.517 3.930  O80 1.410, H94 1.090, H95 1.090, H96 1.090
82 H -0.555 -11.501 2.393  C73 1.090
83 H 1.227 -11.512 2.104  C73 1.090
84 H 0.201 -10.497 1.118  C73 1.090
85 H 1.639 -10.728 4.423  C75 1.090
86 H -0.039 -10.935 4.704  C75 1.090
87 H 0.456 -9.248 6.237  C76 1.090
88 H -0.077 -8.285 4.959  C76 1.090
89 H 1.991 -7.799 4.380  N77 1.010
90 H 3.161 -6.773 6.117  C78 1.090
91 H 1.967 -7.483 7.193  C78 1.090
92 H 1.426 -5.122 6.371  C79 1.090
93 H 0.190 -6.280 5.836  C79 1.090
94 H 1.004 -4.532 2.840  C81 1.090
95 H 1.641 -3.668 4.203  C81 1.090
96 H -0.014 -4.368 4.255  C81 1.090
97 C 3.449 4.272 -3.787  O98 1.398, H106 1.090, H107 1.090, H108 1.090
98 O 2.961 5.558 -4.041  C97 1.398, C99 1.467
99 C 3.861 6.321 -4.912  O98 1.467, C100 1.559, H109 1.090, H110 1.090
100 C 3.299 7.764 -5.085  C99 1.559, N101 1.423, H111 1.090, H112 1.090
101 N 3.578 8.605 -3.971  C100 1.423, C102 1.484, H113 1.010
102 C 2.383 9.422 -3.644  N101 1.484, C103 1.494, H114 1.090, H115 1.090
103 C 2.555 9.927 -2.248  C102 1.494, O104 1.474, H116 1.090, H117 1.090
104 O 2.666 8.822 -1.278  C103 1.474, C105 1.400
105 C 2.710 9.277 0.045  O104 1.400, H118 1.090, H119 1.090, H120 1.090
106 H 4.378 4.258 -3.217  C97 1.090
107 H 3.673 3.789 -4.738  C97 1.090
108 H 2.721 3.616 -3.310  C97 1.090
109 H 4.016 5.821 -5.869  C99 1.090
110 H 4.836 6.423 -4.435  C99 1.090
111 H 2.250 7.588 -5.322  C100 1.090
112 H 3.728 8.207 -5.983  C100 1.090
113 H 3.664 8.151 -3.073  N101 1.010
114 H 1.479 8.813 -3.657  C102 1.090
115 H 2.314 10.261 -4.337  C102 1.090
116 H 1.689 10.544 -2.012  C103 1.090
117 H 3.467 10.520 -2.181  C103 1.090
118 H 2.981 8.487 0.745  C105 1.090
119 H 1.843 9.858 0.358  C105 1.090
120 H 3.570 9.941 0.138  C105 1.090
121 C -6.207 12.121 1.362  O122 1.361, H130 1.090, H131 1.090, H132 1.090
122 O -6.053 11.354 2.476  C121 1.361, C123 1.395
123 C -5.252 10.212 2.461  O122 1.395, C124 1.560, H133 1.090, H134 1.090
124 C -5.799 8.963 1.704  C123 1.560, N125 1.458, H135 1.090, H136 1.090
125 N -4.749 7.993 1.419  C124 1.458, C126 1.464, H137 1.010
126 C -4.135 7.425 2.621  N125 1.464, C127 1.549, H138 1.090, H139 1.090
127 C -3.101 6.336 2.243  C126 1.549, O128 1.440, H140 1.090, H141 1.090
128 O -3.759 5.079 1.992  C127 1.440, C129 1.438
129 C -2.872 3.948 2.036  O128 1.438, H142 1.090, H143 1.090, H144 1.090
130 H -6.857 12.971 1.569  C121 1.090
131 H -6.734 11.539 0.605  C121 1.090
132 H -5.327 12.490 0.835  C121 1.090
133 H -5.036 10.030 3.513  C123 1.090
134 H -4.269 10.559 2.141  C123 1.090
135 H -6.313 9.355 0.826  C124 1.090
136 H -6.558 8.509 2.341  C124 1.090
137 H -5.161 7.210 0.932  N125 1.010
138 H -4.878 7.190 3.383  C126 1.090
139 H -3.565 8.232 3.082  C126 1.090
140 H -2.436 6.186 3.094  C127 1.090
141 H -2.526 6.752 1.416  C127 1.090
142 H -2.478 3.786 3.040  C129 1.090
143 H -2.063 3.991 1.308  C129 1.090
144 H -3.502 3.073 1.876  C129 1.090
145 C 0.313 5.887 -1.050  O146 1.422, H154 1.090, H155 1.090, H156 1.090
146 O 0.712 5.518 0.265  C145 1.422, C147 1.444
147 C 2.107 5.164 0.388  O146 1.444, C148 1.585, H157 1.090, H158 1.090
148 C 2.430 4.935 1.923  C147 1.585, N149 1.477, H159 1.090, H160 1.090
149 N 1.890 3.624 2.335  C148 1.477, C150 1.481, H161 1.010
150 C 2.349 3.371 3.720  N149 1.481, C151 1.540, H162 1.090, H163 1.090
151 C 1.588 2.195 4.358  C150 1.540, O152 1.450, H164 1.090, H165 1.090
152 O 0.144 2.299 4.278  C151 1.450, C153 1.387
153 C -0.507 3.286 5.004  O152 1.387, H166 1.090, H167 1.090, H168 1.090
154 H -0.728 6.205 -1.105  C145 1.090
155 H 0.352 5.069 -1.769  C145 1.090
156 H 0.973 6.694 -1.370  C145 1.090
157 H 2.808 5.935 0.067  C147 1.090
158 H 2.424 4.296 -0.189  C147 1.090
159 H 1.966 5.684 2.566  C148 1.090
160 H 3.479 4.937 2.219  C148 1.090
161 H 0.881 3.659 2.354  N149 1.010
162 H 2.132 4.202 4.392  C150 1.090
163 H 3.428 3.289 3.856  C150 1.090
164 H 1.866 2.078 5.406  C151 1.090
165 H 1.875 1.286 3.829  C151 1.090
166 H -0.327 4.300 4.647  C153 1.090
167 H -0.234 3.349 6.057  C153 1.090
168 H -1.588 3.151 4.987  C153 1.090
169 C 0.055 -0.209 -7.901  O170 1.433, H178 1.090, H179 1.090, H180 1.090
170 O -0.510 0.976 -7.325  C169 1.433, C171 1.382
171 C -1.485 0.733 -6.377  O170 1.382, C172 1.535, H181 1.090, H182 1.090
172 C -2.141 1.955 -5.718  C171 1.535, N173 1.445, H183 1.090, H184 1.090
173 N -3.131 2.638 -6.518  C172 1.445, C174 1.489, H185 1.010
174 C -3.717 3.764 -5.739  N173 1.489, C175 1.526, H186 1.090, H187 1.090
175 C -2.832 4.978 -5.473  C174 1.526, O176 1.440, H188 1.090, H189 1.090
176 O -1.602 4.653 -4.798  C175 1.440, C177 1.442
177 C -0.745 5.798 -4.616  O176 1.442, H190 1.090, H191 1.090, H192 1.090
178 H 0.583 -0.698 -7.082  C169 1.090
179 H 0.796 0.054 -8.657  C169 1.090
180 H -0.788 -0.754 -8.326  C169 1.090
181 H -1.017 0.162 -5.575  C171 1.090
182 H -2.236 0.060 -6.791  C171 1.090
183 H -1.282 2.566 -5.441  C172 1.090
184 H -2.701 1.568 -4.866  C172 1.090
185 H -2.529 2.906 -7.283  N173 1.010
186 H -4.107 3.406 -4.787  C174 1.090
187 H -4.635 4.083 -6.233  C174 1.090
188 H -3.392 5.596 -4.771  C175 1.090
189 H -2.698 5.529 -6.404  C175 1.090
190 H -0.813 6.267 -3.634  C177 1.090
191 H -0.864 6.592 -5.353  C177 1.090
192 H 0.300 5.489 -4.643  C177 1.090
193 C 1.303 -2.866 -11.442  O194 1.428, H202 1.090, H203 1.090, H204 1.090
194 O 1.609 -1.527 -11.051  C193 1.428, C195 1.389
195 C 2.186 -0.761 -12.056  O194 1.389, C196 1.545, H205 1.090, H206 1.090
196 C 2.150 0.725 -11.634  C195 1.545, N197 1.481, H207 1.090, H208 1.090
197 N 2.883 0.925 -10.362  C196 1.481, C198 1.458, H209 1.010
198 C 2.521 2.143 -9.647  N197 1.458, C199 1.545, H210 1.090, H211 1.090
199 C 2.904 2.136 -8.150  C198 1.545, O200 1.416, H212 1.090, H213 1.090
200 O 2.784 3.429 -7.586  C199 1.416, C201 1.416
201 C 1.486 3.911 -7.289  O200 1.416, H214 1.090, H215 1.090, H216 1.090
202 H 1.218 -3.485 -10.549  C193 1.090
203 H 2.114 -3.365 -11.971  C193 1.090
204 H 0.306 -2.783 -11.875  C193 1.090
205 H 1.751 -0.727 -13.055  C195 1.090
206 H 3.235 -1.033 -12.179  C195 1.090
207 H 1.126 1.095 -11.614  C196 1.090
208 H 2.643 1.279 -12.433  C196 1.090
209 H 2.897 0.113 -9.762  N197 1.010
210 H 1.441 2.276 -9.710  C198 1.090
211 H 2.913 3.001 -10.193  C198 1.090
212 H 3.956 1.858 -8.080  C199 1.090
213 H 2.447 1.336 -7.568  C199 1.090
214 H 1.581 4.983 -7.114  C201 1.090
215 H 1.176 3.438 -6.358  C201 1.090
216 H 0.781 3.620 -8.068  C201 1.090
217 C -6.084 -9.480 5.251  O218 1.433, H226 1.090, H227 1.090, H228 1.090
218 O -6.415 -8.198 4.704  C217 1.433, C219 1.430
219 C -7.130 -8.185 3.466  O218 1.430, C220 1.586, H229 1.090, H230 1.090
220 C -7.468 -6.710 2.991  C219 1.586, N221 1.514, H231 1.090, H232 1.090
221 N -6.210 -5.897 3.209  C220 1.514, C222 1.438, H233 1.010
222 C -6.344 -4.475 3.045  N221 1.438, C223 1.543, H234 1.090, H235 1.090
223 C -5.008 -3.778 3.379  C222 1.543, O224 1.468, H236 1.090, H237 1.090
224 O -4.758 -3.916 4.818  C223 1.468, C225 1.403
225 C -3.602 -3.225 5.209  O224 1.403, H238 1.090, H239 1.090, H240 1.090
226 H -7.016 -9.999 5.474  C217 1.090
227 H -5.511 -9.458 6.178  C217 1.090
228 H -5.521 -10.097 4.550  C217 1.090
229 H -8.039 -8.747 3.676  C219 1.090
230 H -6.636 -8.708 2.647  C219 1.090
231 H -8.328 -6.251 3.479  C220 1.090
232 H -7.781 -6.745 1.947  C220 1.090
233 H -5.987 -6.128 4.167  N221 1.010
234 H -7.088 -4.063 3.727  C222 1.090
235 H -6.636 -4.120 2.057  C222 1.090
236 H -5.133 -2.708 3.218  C223 1.090
237 H -4.142 -4.183 2.854  C223 1.090
238 H -3.542 -3.105 6.291  C225 1.090
239 H -3.585 -2.202 4.833  C225 1.090
240 H -2.732 -3.811 4.915  C225 1.090
241 C 1.097 -7.083 0.588  O242 1.381, H250 1.090, H251 1.090, H252 1.090
242 O 2.331 -6.636 0.157  C241 1.381, C243 1.439
243 C 3.447 -7.097 0.939  O242 1.439, C244 1.483, H253 1.090, H254 1.090
244 C 4.657 -6.348 0.519  C243 1.483, N245 1.474, H255 1.090, H256 1.090
245 N 4.466 -4.887 0.565  C244 1.474, C246 1.450, H257 1.010
246 C 4.787 -4.355 1.875  N245 1.450, C247 1.504, H258 1.090, H259 1.090
247 C 4.564 -2.872 1.991  C246 1.504, O248 1.392, H260 1.090, H261 1.090
248 O 3.180 -2.760 1.881  C247 1.392, C249 1.399
249 C 2.606 -1.504 2.106  O248 1.399, H262 1.090, H263 1.090, H264 1.090
250 H 1.088 -8.149 0.364  C241 1.090
251 H 0.380 -6.768 -0.170  C241 1.090
252 H 0.775 -6.747 1.573  C241 1.090
253 H 3.702 -8.153 0.854  C243 1.090
254 H 3.233 -6.941 1.997  C243 1.090
255 H 4.932 -6.685 -0.480  C244 1.090
256 H 5.531 -6.576 1.129  C244 1.090
257 H 3.474 -4.801 0.391  N245 1.010
258 H 5.856 -4.532 1.989  C246 1.090
259 H 4.320 -5.039 2.584  C246 1.090
260 H 5.110 -2.324 1.224  C247 1.090
261 H 4.926 -2.541 2.965  C247 1.090
262 H 2.864 -1.125 3.095  C249 1.090
263 H 1.541 -1.721 2.018  C249 1.090
264 H 2.903 -0.774 1.353  C249 1.090
265 C -5.148 -0.900 0.174  O266 1.462, H274 1.090, H275 1.090, H276 1.090
266 O -5.634 -0.115 -0.960  C265 1.462, C267 1.415
267 C -4.820 -0.119 -2.118  O266 1.415, C268 1.504, H277 1.090, H278 1.090
268 C -3.408 0.377 -1.972  C267 1.504, N269 1.463, H279 1.090, H280 1.090
269 N -2.503 -0.560 -1.307  C268 1.463, C270 1.501, H281 1.010
270 C -2.139 -1.778 -2.104  N269 1.501, C271 1.593, H282 1.090, H283 1.090
271 C -1.250 -2.833 -1.308  C270 1.593, O272 1.398, H284 1.090, H285 1.090
272 O 0.113 -2.539 -1.424  C271 1.398, C273 1.412
273 C 0.933 -3.281 -0.546  O272 1.412, H286 1.090, H287 1.090, H288 1.090
274 H -5.977 -1.167 0.830  C265 1.090
275 H -4.379 -0.402 0.766  C265 1.090
276 H -4.790 -1.868 -0.174  C265 1.090
277 H -5.410 0.421 -2.859  C267 1.090
278 H -4.837 -1.123 -2.541  C267 1.090
279 H -3.629 1.199 -1.291  C268 1.090
280 H -3.124 0.766 -2.950  C268 1.090
281 H -1.695 -0.107 -0.904  N269 1.010
282 H -1.683 -1.543 -3.066  C270 1.090
283 H -3.034 -2.321 -2.407  C270 1.090
284 H -1.601 -3.817 -1.617  C271 1.090
285 H -1.510 -2.877 -0.251  C271 1.090
286 H 0.847 -4.346 -0.759  C273 1.090
287 H 0.624 -3.086 0.481  C273 1.090
288 H 1.956 -2.958 -0.741  C273 1.090